ORCA calculation (the ωB97M-V functional and the def2-TZVPD basis) on 10 unconnected molecules or ions with the total composition C72H157N7O10.

Last columns: bonded neighbours and bond lengths (Å).
Positions of all 246 atoms, in Å:
1 C -5.2755 1.6413 1.9660  C2 1.570, H5 1.090, H6 1.090, H7 1.090
2 C -4.6563 0.9674 3.2417  C1 1.570, C3 1.484, O4 1.427, H8 1.090
3 C -5.3815 1.2381 4.5081  C2 1.484, H9 1.090, H10 1.090, H11 1.090
4 O -4.5787 -0.4232 2.9295  C2 1.427, H12 0.960
5 H -6.3372 1.4094 1.8817  C1 1.090
6 H -4.7273 1.3510 1.0698  C1 1.090
7 H -5.1932 2.7238 2.0641  C1 1.090
8 H -3.6555 1.3829 3.3595  C2 1.090
9 H -5.7006 2.2693 4.6597  C3 1.090
10 H -4.7787 1.1039 5.4062  C3 1.090
11 H -6.2270 0.5510 4.5425  C3 1.090
12 H -3.7473 -0.5122 2.4578  O4 0.960
13 C 1.8795 -2.7047 2.6790  C14 1.522, H17 1.090, H18 1.090, H19 1.090
14 C 0.8583 -3.8073 2.9176  C13 1.522, C15 1.567, O16 1.400, H20 1.090
15 C 1.0049 -4.4479 4.3405  C14 1.567, H21 1.090, H22 1.090, H23 1.090
16 O -0.3696 -3.1353 2.9601  C14 1.400, H24 0.960
17 H 2.0486 -1.9945 3.4884  C13 1.090
18 H 1.5318 -2.1097 1.8345  C13 1.090
19 H 2.8129 -3.1382 2.3198  C13 1.090
20 H 0.8915 -4.4549 2.0415  C14 1.090
21 H 0.7636 -3.7725 5.1613  C15 1.090
22 H 1.9961 -4.8741 4.4953  C15 1.090
23 H 0.3281 -5.2838 4.5178  C15 1.090
24 H -0.9991 -3.7823 3.2869  O16 0.960
25 C -3.1459 -1.5500 -7.7175  C26 1.556, H29 1.090, H30 1.090, H31 1.090
26 C -3.0297 -2.0334 -6.2429  C25 1.556, C27 1.536, O28 1.366, H32 1.090
27 C -2.6217 -0.9619 -5.2207  C26 1.536, H33 1.090, H34 1.090, H35 1.090
28 O -4.2946 -2.4241 -5.9053  C26 1.366, H36 0.960
29 H -2.2045 -1.2377 -8.1697  C25 1.090
30 H -3.9580 -0.8289 -7.8096  C25 1.090
31 H -3.3957 -2.3725 -8.3878  C25 1.090
32 H -2.4553 -2.9541 -6.1407  C26 1.090
33 H -1.6824 -0.5030 -5.5291  C27 1.090
34 H -2.4911 -1.3225 -4.2003  C27 1.090
35 H -3.4135 -0.2180 -5.1331  C27 1.090
36 H -4.8477 -1.6546 -5.7521  O28 0.960
37 C -0.2072 -0.5161 10.4485  C38 1.621, H48 1.090, H49 1.090, H50 1.090
38 C -1.1365 -0.6507 9.1276  C37 1.621, C39 1.589, N43 1.458, C47 1.548
39 C -1.5944 0.8405 8.8253  C38 1.589, C40 1.544, H51 1.090, H52 1.090
40 C -2.1314 1.0277 7.3896  C39 1.544, C41 1.524, H53 1.090, H54 1.090
41 C -1.1128 0.5612 6.3566  C40 1.524, C42 1.570, H55 1.090, H56 1.090
42 C -0.5385 -0.8772 6.6143  C41 1.570, N43 1.496, C45 1.573, C46 1.531
43 N -0.2996 -1.1829 8.0593  C38 1.458, C42 1.496, O44 1.355
44 O 0.0869 -2.4652 8.2638  N43 1.355, H66 0.960
45 C -1.5497 -1.9348 6.0379  C42 1.573, H57 1.090, H58 1.090, H59 1.090
46 C 0.7982 -0.9380 5.8694  C42 1.531, H60 1.090, H61 1.090, H62 1.090
47 C -2.3438 -1.5351 9.5237  C38 1.548, H63 1.090, H64 1.090, H65 1.090
48 H -0.7341 -0.1013 11.3079  C37 1.090
49 H 0.6290 0.1687 10.3075  C37 1.090
50 H 0.1692 -1.4459 10.8749  C37 1.090
51 H -2.2455 1.1499 9.6429  C39 1.090
52 H -0.7327 1.5065 8.8699  C39 1.090
53 H -2.3999 2.0498 7.1225  C40 1.090
54 H -3.0748 0.4964 7.2637  C40 1.090
55 H -0.3071 1.2717 6.1719  C41 1.090
56 H -1.6283 0.5652 5.3962  C41 1.090
57 H -2.5314 -1.8943 6.5098  C45 1.090
58 H -1.7072 -1.8793 4.9607  C45 1.090
59 H -1.1698 -2.9522 6.1305  C45 1.090
60 H 0.5894 -1.0973 4.8115  C46 1.090
61 H 1.4854 -0.0961 5.9529  C46 1.090
62 H 1.4456 -1.7692 6.1491  C46 1.090
63 H -3.0268 -1.7269 8.6963  C47 1.090
64 H -2.9416 -1.2443 10.3876  C47 1.090
65 H -1.9748 -2.5137 9.8307  C47 1.090
66 H 0.9114 -2.4182 8.7532  O44 0.960
67 C 5.5760 6.8784 3.4105  C68 1.568, H78 1.090, H79 1.090, H80 1.090
68 C 4.3095 7.6977 2.9832  C67 1.568, C69 1.547, N73 1.473, C77 1.550
69 C 4.4262 7.8886 1.4524  C68 1.547, C70 1.528, H81 1.090, H82 1.090
70 C 4.1498 6.5764 0.7200  C69 1.528, C71 1.505, H83 1.090, H84 1.090
71 C 2.8090 5.9813 1.0560  C70 1.505, C72 1.524, H85 1.090, H86 1.090
72 C 2.6168 5.7459 2.5489  C71 1.524, N73 1.523, C75 1.554, C76 1.565
73 N 3.0287 7.0268 3.2619  C68 1.473, C72 1.523, O74 1.383
74 O 2.6533 7.0961 4.5911  N73 1.383, H96 0.960
75 C 1.1167 5.5827 2.9189  C72 1.554, H87 1.090, H88 1.090, H89 1.090
76 C 3.3732 4.4552 3.0102  C72 1.565, H90 1.090, H91 1.090, H92 1.090
77 C 4.3099 9.1547 3.5120  C68 1.550, H93 1.090, H94 1.090, H95 1.090
78 H 6.4299 7.5243 3.6150  C67 1.090
79 H 5.8873 6.0722 2.7463  C67 1.090
80 H 5.4927 6.4310 4.4010  C67 1.090
81 H 3.6927 8.5743 1.0281  C69 1.090
82 H 5.4585 8.1306 1.1996  C69 1.090
83 H 4.8994 5.8499 1.0336  C70 1.090
84 H 4.2080 6.7599 -0.3528  C70 1.090
85 H 2.6614 5.0223 0.5593  C71 1.090
86 H 2.0965 6.7601 0.7842  C71 1.090
87 H 0.6350 6.5198 2.6401  C75 1.090
88 H 0.6979 4.7045 2.4274  C75 1.090
89 H 0.9245 5.3918 3.9747  C75 1.090
90 H 3.4399 4.4954 4.0974  C76 1.090
91 H 2.8047 3.5523 2.7873  C76 1.090
92 H 4.3718 4.2713 2.6137  C76 1.090
93 H 4.1354 9.1680 4.5879  C77 1.090
94 H 3.5407 9.7392 3.0073  C77 1.090
95 H 5.2763 9.6318 3.3493  C77 1.090
96 H 2.0621 7.8495 4.5240  O74 0.960
97 C -2.7401 -1.5732 -0.7778  C98 1.590, H108 1.090, H109 1.090, H110 1.090
98 C -1.4025 -0.7547 -0.5171  C97 1.590, C99 1.546, N103 1.470, C107 1.546
99 C -1.3736 0.2900 -1.6567  C98 1.546, C100 1.538, H111 1.090, H112 1.090
100 C -0.2209 1.3040 -1.5677  C99 1.538, C101 1.517, H113 1.090, H114 1.090
101 C -0.3811 2.0501 -0.2570  C100 1.517, C102 1.617, H115 1.090, H116 1.090
102 C -0.5716 1.1109 1.0458  C101 1.617, N103 1.484, C105 1.533, C106 1.563
103 N -1.5116 0.0043 0.7370  C98 1.470, C102 1.484, O104 1.379
104 O -1.7667 -0.8086 1.8216  N103 1.379, H126 0.960
105 C 0.7698 0.5715 1.5545  C102 1.533, H117 1.090, H118 1.090, H119 1.090
106 C -1.2189 1.9517 2.1935  C102 1.563, H120 1.090, H121 1.090, H122 1.090
107 C -0.2140 -1.7403 -0.6004  C98 1.546, H123 1.090, H124 1.090, H125 1.090
108 H -3.6407 -0.9698 -0.6644  C97 1.090
109 H -2.9670 -2.3434 -0.0407  C97 1.090
110 H -2.7577 -2.0214 -1.7712  C97 1.090
111 H -1.4286 -0.3060 -2.5677  C99 1.090
112 H -2.3259 0.8166 -1.5941  C99 1.090
113 H -0.2303 2.0188 -2.3906  C100 1.090
114 H 0.7324 0.7755 -1.5592  C100 1.090
115 H -1.3063 2.6198 -0.3429  C101 1.090
116 H 0.4289 2.7475 -0.0433  C101 1.090
117 H 0.7616 -0.2439 2.2778  C105 1.090
118 H 1.3867 0.1450 0.7635  C105 1.090
119 H 1.3575 1.3754 1.9977  C105 1.090
120 H -2.2348 2.1516 1.8529  C106 1.090
121 H -1.2552 1.4058 3.1362  C106 1.090
122 H -0.6666 2.8891 2.2608  C106 1.090
123 H -0.2407 -2.3312 -1.5160  C107 1.090
124 H -0.2098 -2.4405 0.2349  C107 1.090
125 H 0.7530 -1.2872 -0.8189  C107 1.090
126 H -0.9432 -1.2755 1.9809  O104 0.960
127 C 2.1257 -3.6777 -2.9141  C128 1.532, H138 1.090, H139 1.090, H140 1.090
128 C 3.0989 -4.2896 -1.9017  C127 1.532, C129 1.500, N133 1.459, C137 1.528
129 C 3.4917 -5.6984 -2.2355  C128 1.500, C130 1.496, H141 1.090, H142 1.090
130 C 4.4808 -5.8358 -3.3497  C129 1.496, C131 1.611, H143 1.090, H144 1.090
131 C 5.7917 -4.9596 -3.0203  C130 1.611, C132 1.557, H145 1.090, H146 1.090
132 C 5.4441 -3.4883 -2.6470  C131 1.557, N133 1.502, C135 1.611, C136 1.570
133 N 4.3073 -3.5069 -1.6659  C128 1.459, C132 1.502, O134 1.414
134 O 4.0151 -2.2120 -1.1774  N133 1.414, H156 0.960
135 C 6.7930 -2.8692 -2.0214  C132 1.611, H147 1.090, H148 1.090, H149 1.090
136 C 5.0878 -2.7376 -3.9788  C132 1.570, H150 1.090, H151 1.090, H152 1.090
137 C 2.3593 -4.4008 -0.5691  C128 1.528, H153 1.090, H154 1.090, H155 1.090
138 H 1.1799 -4.2124 -2.8266  C127 1.090
139 H 2.5009 -3.7767 -3.9327  C127 1.090
140 H 1.9282 -2.6373 -2.6560  C127 1.090
141 H 3.7474 -6.3242 -1.3805  C129 1.090
142 H 2.5767 -6.1725 -2.5906  C129 1.090
143 H 4.0117 -5.5215 -4.2821  C130 1.090
144 H 4.7810 -6.8755 -3.4801  C130 1.090
145 H 6.5652 -4.9247 -3.7875  C131 1.090
146 H 6.2331 -5.4093 -2.1309  C131 1.090
147 H 6.6771 -1.8137 -2.2679  C135 1.090
148 H 6.8079 -3.0369 -0.9445  C135 1.090
149 H 7.7012 -3.1939 -2.5292  C135 1.090
150 H 4.4040 -1.9001 -3.8402  C136 1.090
151 H 5.9293 -2.3024 -4.5178  C136 1.090
152 H 4.5496 -3.3520 -4.7006  C136 1.090
153 H 1.5134 -5.0873 -0.6036  C137 1.090
154 H 2.0264 -3.4069 -0.2700  C137 1.090
155 H 2.9027 -4.8567 0.2585  C137 1.090
156 H 4.0770 -2.3292 -0.2266  O134 0.960
157 C -4.2922 -7.9555 -4.3968  C158 1.574, H168 1.090, H169 1.090, H170 1.090
158 C -2.7744 -8.1300 -4.0201  C157 1.574, C159 1.548, N163 1.456, C167 1.548
159 C -1.9504 -7.6867 -5.2534  C158 1.548, C160 1.541, H171 1.090, H172 1.090
160 C -1.7163 -6.1732 -5.4224  C159 1.541, C161 1.507, H173 1.090, H174 1.090
161 C -1.0516 -5.7798 -4.1281  C160 1.507, C162 1.588, H175 1.090, H176 1.090
162 C -1.9381 -6.0437 -2.8367  C161 1.588, N163 1.483, C165 1.572, C166 1.543
163 N -2.4092 -7.4487 -2.7863  C158 1.456, C162 1.483, O164 1.372
164 O -3.0856 -7.8254 -1.6531  N163 1.372, H186 0.960
165 C -0.8802 -5.7084 -1.7226  C162 1.572, H177 1.090, H178 1.090, H179 1.090
166 C -3.0077 -4.9360 -2.7358  C162 1.543, H180 1.090, H181 1.090, H182 1.090
167 C -2.6278 -9.6534 -3.7857  C158 1.548, H183 1.090, H184 1.090, H185 1.090
168 H -4.9161 -8.2378 -3.5488  C157 1.090
169 H -4.5458 -8.5541 -5.2717  C157 1.090
170 H -4.5983 -6.9506 -4.6878  C157 1.090
171 H -0.9917 -8.2009 -5.1869  C159 1.090
172 H -2.4270 -8.0514 -6.1633  C159 1.090
173 H -2.6596 -5.6655 -5.6239  C160 1.090
174 H -1.0366 -5.9527 -6.2455  C160 1.090
175 H -0.7306 -4.7393 -4.0809  C161 1.090
176 H -0.1314 -6.3538 -4.0195  C161 1.090
177 H -1.3786 -5.8147 -0.7591  C165 1.090
178 H 0.0713 -6.2402 -1.7239  C165 1.090
179 H -0.6336 -4.6470 -1.7524  C165 1.090
180 H -3.4313 -4.9785 -1.7324  C166 1.090
181 H -2.5049 -3.9832 -2.9021  C166 1.090
182 H -3.7848 -5.1053 -3.4812  C166 1.090
183 H -1.6098 -10.0202 -3.6545  C167 1.090
184 H -2.8603 -10.2059 -4.6960  C167 1.090
185 H -3.2458 -10.0789 -2.9950  C167 1.090
186 H -3.9409 -7.4151 -1.8004  O164 0.960
187 C 5.0470 1.4547 -3.9392  C188 1.518, H198 1.090, H199 1.090, H200 1.090
188 C 4.6351 2.7514 -3.2660  C187 1.518, C189 1.567, N193 1.521, C197 1.576
189 C 3.4405 2.3416 -2.3388  C188 1.567, C190 1.512, H201 1.090, H202 1.090
190 C 3.8514 1.7687 -1.0014  C189 1.512, C191 1.498, H203 1.090, H204 1.090
191 C 4.8565 2.6491 -0.3233  C190 1.498, C192 1.564, H205 1.090, H206 1.090
192 C 6.1545 2.9316 -1.1496  C191 1.564, N193 1.471, C195 1.520, C196 1.624
193 N 5.7136 3.4512 -2.4528  C188 1.521, C192 1.471, O194 1.390
194 O 6.8586 3.7420 -3.1856  N193 1.390, H216 0.960
195 C 6.9071 4.0259 -0.4095  C192 1.520, H207 1.090, H208 1.090, H209 1.090
196 C 7.1169 1.6245 -1.1937  C192 1.624, H210 1.090, H211 1.090, H212 1.090
197 C 4.1248 3.8296 -4.2963  C188 1.576, H213 1.090, H214 1.090, H215 1.090
198 H 4.2818 0.9252 -4.5068  C187 1.090
199 H 5.4133 0.7460 -3.1965  C187 1.090
200 H 5.8797 1.6610 -4.6115  C187 1.090
201 H 2.7226 3.1604 -2.2921  C189 1.090
202 H 2.8092 1.5634 -2.7677  C189 1.090
203 H 4.2890 0.7712 -1.0399  C190 1.090
204 H 2.9237 1.7282 -0.4306  C190 1.090
205 H 5.0334 2.2176 0.6619  C191 1.090
206 H 4.3868 3.5712 0.0191  C191 1.090
207 H 7.9509 4.1967 -0.6728  C195 1.090
208 H 6.5144 5.0344 -0.5392  C195 1.090
209 H 6.8575 3.8459 0.6644  C195 1.090
210 H 7.5035 1.4205 -0.1952  C196 1.090
211 H 6.6426 0.6841 -1.4740  C196 1.090
212 H 7.9729 1.9169 -1.8019  C196 1.090
213 H 3.7214 4.6771 -3.7420  C197 1.090
214 H 3.3384 3.5109 -4.9804  C197 1.090
215 H 4.8853 4.1931 -4.9875  C197 1.090
216 H 6.7456 4.6788 -3.3621  O194 0.960
217 C -7.4602 1.6109 -1.4464  C218 1.555, H228 1.090, H229 1.090, H230 1.090
218 C -7.0224 3.0656 -1.7763  C217 1.555, C219 1.535, N223 1.520, C227 1.553
219 C -6.1362 3.5612 -0.6248  C218 1.535, C220 1.522, H231 1.090, H232 1.090
220 C -5.4182 4.8323 -1.0559  C219 1.522, C221 1.550, H233 1.090, H234 1.090
221 C -4.3978 4.6049 -2.1998  C220 1.550, C222 1.547, H235 1.090, H236 1.090
222 C -5.1433 4.0075 -3.4165  C221 1.547, N223 1.493, C225 1.569, C226 1.564
223 N -6.2501 3.0622 -3.0849  C218 1.520, C222 1.493, O224 1.422
224 O -6.9754 2.4916 -4.1675  N223 1.422, H246 0.960
225 C -5.6945 5.1444 -4.3467  C222 1.569, H237 1.090, H238 1.090, H239 1.090
226 C -4.0436 3.1769 -4.1568  C222 1.564, H240 1.090, H241 1.090, H242 1.090
227 C -8.3522 3.8604 -1.8779  C218 1.553, H243 1.090, H244 1.090, H245 1.090
228 H -6.6545 0.9198 -1.1986  C217 1.090
229 H -8.1452 1.2114 -2.1942  C217 1.090
230 H -8.0588 1.7264 -0.5428  C217 1.090
231 H -6.6632 3.7567 0.3091  C219 1.090
232 H -5.4138 2.7471 -0.5653  C219 1.090
233 H -4.8411 5.1253 -0.1789  C220 1.090
234 H -6.0907 5.6219 -1.3912  C220 1.090
235 H -3.5806 3.9425 -1.9143  C221 1.090
236 H -4.0218 5.6043 -2.4188  C221 1.090
237 H -6.0222 4.7512 -5.3090  C225 1.090
238 H -6.5046 5.7910 -4.0095  C225 1.090
239 H -4.9441 5.8639 -4.6743  C225 1.090
240 H -3.6490 2.3827 -3.5231  C226 1.090
241 H -4.4150 2.5308 -4.9523  C226 1.090
242 H -3.3104 3.8243 -4.6378  C226 1.090
243 H -8.7906 3.8465 -0.8801  C227 1.090
244 H -9.1003 3.5117 -2.5899  C227 1.090
245 H -8.2075 4.9011 -2.1678  C227 1.090
246 H -6.6306 1.5957 -4.1753  O224 0.960

Summary:
- Orbital gap: 8.335 eV
- Structure (SMILES): CC1(C)CCCC(C)(C)N1O.CC1(C)CCCC(C)(C)N1O.CC1(C)CCCC(C)(C)N1O.CC1(C)CCCC(C)(C)N1O.CC1(C)CCCC(C)(C)N1O.CC1(C)CCCC(C)(C)N1O.CC1(C)CCCC(C)(C)N1O.CC(C)O.CC(C)O.CC(C)O
- Energy relative to the best compared isomer or geometry (same formula, charge and spin): 230.15 kJ/mol
- DFT total energy: -108104.5895 eV